{
  "formula": "C40H45Cl44N2O3",
  "method": "the ωB97M-V functional and the def2-TZVPD basis",
  "e_lumo_ev": -3.320,
  "charge": 1,
  "symbols": ["Cl", "C", "C", "C", "C", "C", "H", "C", "C", "C", "H", "H", "H", "H", "Cl", "Cl", "H", "H", "C", "Cl", "C", "Cl", "H", "H", "C", "Cl", "C", "H", "H", "N", "Cl", "Cl", "Cl", "H", "Cl", "H", "Cl", "H", "H", "Cl", "H", "Cl", "C", "H", "H", "C", "Cl", "Cl", "H", "Cl", "H", "H", "Cl", "Cl", "C", "Cl", "C", "H", "Cl", "C", "C", "H", "Cl", "H", "N", "Cl", "Cl", "H", "H", "C", "C", "C", "H", "Cl", "Cl", "H", "H", "O", "H", "Cl", "H", "C", "Cl", "C", "C", "C", "C", "Cl", "Cl", "Cl", "C", "C", "H", "Cl", "Cl", "Cl", "Cl", "Cl", "O", "C", "H", "C", "H", "C", "H", "C", "H", "H", "C", "C", "Cl", "Cl", "Cl", "C", "Cl", "H", "Cl", "C", "C", "H", "O", "C", "Cl", "C", "H", "H", "C", "Cl", "H", "Cl", "Cl", "H", "H", "H"],
  "xyz": [[-5.51614, 6.14015, -2.74970], [-3.12933, -0.60731, -8.17937], [-3.70526, 2.42623, 1.15241], [-7.26945, -1.10441, -3.13793], [2.26414, -0.77579, -1.74055], [-3.90909, -1.81478, -0.74101], [1.26925, -2.24405, 1.92023], [-1.43809, 2.58620, 0.39727], [-0.72477, 1.70214, -1.92955], [-3.13461, -2.17300, -2.01903], [-4.65206, -1.13933, 2.18677], [3.85271, -2.26909, -1.94493], [0.99501, -1.26948, -3.99272], [-0.42524, 2.91998, 0.59440], [-0.18205, -5.38293, -3.97681], [-8.48902, -0.24826, -4.08359], [-3.85870, -2.31906, -2.82581], [-3.62790, -2.60137, 2.39304], [2.90696, -0.13066, -0.63188], [5.14988, 1.36139, 3.58673], [4.26988, -3.06192, 0.83933], [-12.55265, 2.97099, -3.32817], [2.68006, -4.00022, -3.02150], [0.67922, -3.77274, 2.71134], [4.09387, -1.56408, 1.14861], [-1.78655, -1.32102, -7.27066], [-4.00860, 1.80146, -0.04645], [-1.82466, -0.59829, -1.45963], [-3.35045, 1.07478, -1.93965], [2.28331, 0.91432, -0.10185], [0.68543, 4.39975, 3.53505], [-0.67081, -1.56558, 4.58206], [7.30188, 0.66614, 5.37925], [4.81511, 0.23583, 0.28484], [-11.84528, 5.45743, -2.04377], [-3.38269, -3.51058, 0.47914], [0.28146, -6.20049, -6.71368], [-4.72367, -3.79086, -0.64540], [3.76895, 2.90475, -0.35643], [7.62374, -1.15712, 9.89044], [1.05045, -4.76523, -1.43892], [-8.01307, -1.82178, -1.70985], [0.29185, -0.74163, -3.34599], [3.32900, -3.56675, 1.07635], [3.98218, 3.68195, 2.58722], [8.33666, -2.15031, 8.61526], [-6.01502, 0.03892, -2.62715], [5.24588, -1.28198, 4.77103], [-2.53426, -0.41327, -3.12289], [1.54050, 6.86012, 4.77984], [2.12664, 2.15288, 1.57641], [-5.24232, -2.51001, 3.10524], [3.28122, 4.55953, 4.81578], [-5.02127, 4.03495, -0.83432], [4.23218, -0.60543, -0.08708], [-6.74763, 3.55362, -3.09443], [3.78411, 3.86438, 1.52703], [-4.43814, 2.63203, 1.92420], [10.02595, -1.69313, 8.38517], [0.17158, -1.86748, 6.11042], [1.06138, -0.18770, -2.16085], [-0.46931, -2.50141, -2.31481], [-4.41269, -0.14689, -7.05268], [2.51871, -4.22187, -0.67270], [1.16405, 1.47886, -0.47135], [0.87543, 4.57580, 6.40805], [8.23735, -3.85495, 9.06894], [-1.16629, 1.24484, -2.80672], [2.72732, 4.14457, 1.46818], [-11.72015, 3.69708, -1.94877], [5.58713, 0.43808, 5.04244], [-4.30003, -3.06908, 0.06221], [-0.43799, -2.50090, 2.27726], [-2.56201, 0.82192, -9.04692], [-2.06600, 4.84173, -4.51058], [-2.09198, 3.28171, 2.31715], [4.48444, -3.28295, -0.20625], [-0.56497, -4.52215, 0.48803], [-0.13730, 0.04967, -3.96594], [-0.48479, -0.81941, 7.36834], [5.03307, -3.53402, 1.45905], [12.61215, 0.94235, 6.64904], [13.26494, -0.49732, 5.86069], [3.99420, 2.60072, 0.67071], [-2.47705, 6.38942, -5.27406], [-3.04990, 1.55788, -1.01804], [-2.38558, 2.81206, 1.38547], [7.45432, -1.88450, 7.10263], [13.64938, 2.32774, 6.30427], [-1.83526, -4.34092, -6.07004], [2.91323, -1.97551, -2.40186], [0.54276, 0.96838, -1.50422], [4.84567, -1.04654, -0.86873], [-12.46269, 3.13300, -0.44782], [-3.00293, 7.52736, -4.03063], [-3.74918, -1.79295, -9.32944], [-7.62937, 5.28997, -0.96085], [12.54082, 0.67662, 8.39411], [0.79643, -2.96759, -0.45649], [-6.23489, 4.76318, -1.90711], [1.20764, -3.12689, -3.19957], [1.63398, -3.86672, -1.20329], [-1.14489, -2.23350, -3.91980], [-0.20079, -4.86697, -5.67118], [3.15003, -1.34572, 1.65131], [-1.72910, 1.95521, -0.80777], [5.00712, 2.21268, 0.77203], [-0.36536, 2.69252, -2.24923], [0.48920, -3.00192, 1.96660], [-4.65055, -2.23847, 2.22668], [-6.53558, -2.37421, -4.12688], [10.98111, 1.26172, 6.03451], [4.63409, 1.01637, 6.40635], [1.59624, 5.10230, 4.88708], [-3.78195, 6.14002, -6.43514], [4.89941, -1.28921, 1.83015], [1.89233, -1.51075, 5.89443], [-2.08877, -1.09886, -2.39402], [-0.84239, -1.73717, -2.98851], [-4.79783, -1.21603, -0.96898], [-5.24300, -2.78507, 1.06912], [2.04498, -3.25193, -2.53052], [-1.05799, 7.03228, -6.10489], [2.90204, 1.57243, 1.07838], [-2.62103, -3.12991, -1.85221], [-5.03303, 1.49900, -0.22881], [0.18309, -3.59747, 0.60526], [0.92062, -3.50935, -5.90322], [4.33444, 4.72376, 1.14116], [-10.01533, 3.23082, -1.97514], [-0.04362, -3.55519, 6.57474], [-3.29379, -1.19708, -0.07101], [3.24530, 0.83865, 1.80493], [3.16074, -1.66213, -3.42643]],
  "forces_ev_per_angstrom": [[-0.1873, -0.1854, 0.0768], [-0.0507, 0.0869, -0.0399], [0.7893, -0.0360, 0.4908], [-0.1331, -0.0712, 0.0335], [-0.1237, 0.8668, 0.9215], [0.1181, -0.1134, 0.5544], [0.0438, -0.1680, 0.1191], [0.8671, 0.2928, 0.2785], [0.9018, 0.8703, 0.5677], [-0.0142, 0.2327, 0.4087], [0.2189, -0.1005, -0.0733], [-0.1025, 0.2527, 0.1603], [0.0157, 0.1239, -0.0032], [-0.0796, -0.0302, -0.1077], [0.0578, -0.0714, -0.0451], [0.0540, 0.0067, 0.0258], [0.1964, -0.1091, -0.0605], [-0.0614, -0.0007, -0.1428], [-0.4052, -1.0919, -1.5897], [0.0662, -0.0558, 0.0659], [-0.8611, -0.1302, 0.3325], [0.0183, 0.0165, 0.0261], [-0.0604, 0.0582, 0.0655], [0.0999, -0.0342, -0.1712], [0.7743, 0.0467, -0.6275], [0.0156, 0.1871, -0.0490], [-0.2754, -0.8121, 0.3592], [-0.0274, 0.2433, -0.2528], [0.0524, 0.1123, 0.0806], [1.2698, -0.0383, 1.6785], [-0.0032, -0.0288, 0.0026], [-0.1116, 0.1797, 0.3002], [-0.1667, 0.3206, -0.3715], [-0.1845, 0.1543, -0.3098], [0.0139, -0.0303, 0.0028], [-0.1508, -0.0906, 0.0493], [-0.0125, 0.0678, 0.0798], [-0.2275, -0.0523, 0.3348], [0.4133, -0.2674, -0.0784], [0.0007, -0.0091, -0.0457], [-0.0023, 0.1035, 0.1297], [0.0708, 0.0191, -0.0300], [0.1276, -0.4272, -0.0787], [0.1885, -0.1481, -0.0311], [0.2173, 0.1581, -0.4082], [0.0466, -0.0844, 0.0514], [-0.1506, 0.2532, -0.3164], [-0.0137, 0.1036, -0.0887], [0.1622, 0.1689, 0.2429], [0.0031, -0.0675, -0.0328], [-0.2868, -0.3317, -0.2603], [-0.0503, -0.1273, -0.2026], [-0.1384, 0.0675, 0.2531], [-0.7463, 0.9829, -0.6031], [-0.0600, 0.2610, 0.9666], [0.0373, 0.0103, 0.0112], [-0.2187, -0.1867, -0.1553], [-0.1850, -0.1678, -0.2371], [-0.0570, -0.0131, 0.0145], [-0.0128, 0.0414, 0.1366], [-0.2682, -0.3226, -0.7089], [-0.0881, 0.0040, 0.0704], [0.0269, -0.0203, 0.0119], [-0.1850, 0.4144, 0.3877], [-0.1177, 0.0320, -0.3507], [0.0176, -0.0181, -0.0521], [-0.0034, 0.0523, -0.0207], [-0.1945, -0.0186, 0.2739], [0.1011, 0.0234, -0.0124], [-0.0289, -0.0353, 0.0056], [0.1289, 0.0652, 0.2066], [0.0647, 0.4834, -0.9511], [0.2873, -0.1677, -0.1260], [-0.0129, -0.0392, 0.0362], [-0.0175, -0.0136, 0.0172], [-0.0681, 0.0320, -0.0823], [0.1713, 0.1320, 0.0837], [0.2274, 0.0087, -0.5731], [0.1741, 0.0763, 0.1582], [-0.0004, -0.0182, -0.0567], [0.0434, 0.1774, -0.0837], [0.0652, -0.0068, 0.0139], [-0.0425, 0.0224, 0.0170], [-1.0145, 0.4825, 0.3398], [-0.0585, 0.0229, -0.0373], [0.1209, 0.2349, 0.3612], [-0.3382, -0.2672, -0.5083], [0.0755, -0.4043, 0.3659], [-0.0416, -0.0343, 0.0055], [0.0440, -0.1953, 0.0186], [-0.7669, -0.0430, -0.7654], [-0.1180, -0.5883, -0.2158], [-0.1931, -0.0424, -0.0030], [0.0175, 0.0127, -0.0327], [0.2485, 0.1573, -0.1218], [0.0248, 0.0176, 0.0486], [0.2246, 0.0826, 0.0079], [0.0234, 0.0360, -0.0391], [0.7734, -0.2494, 0.5399], [0.0347, 0.2736, 0.0698], [-0.1243, 0.1283, 0.1271], [-0.6470, -0.7798, -1.4043], [0.1899, -0.0262, 0.0519], [-0.2012, -0.1110, -0.0068], [0.0889, -0.1842, 0.0598], [-0.7362, -0.4897, -0.4164], [-0.0304, 0.0209, -0.2254], [-0.0460, -0.1236, -0.0922], [-0.6166, 0.5795, -0.6415], [-0.2864, 0.4606, 0.3507], [0.0088, 0.0363, -0.0022], [0.0022, 0.0106, 0.0007], [-0.0023, -0.0263, -0.0792], [0.0121, 0.0704, 0.1209], [0.0318, -0.0173, 0.0471], [-0.1909, 0.1660, 0.0863], [-0.0030, -0.0591, -0.0258], [-0.0895, -0.9943, 0.1092], [-0.1563, 0.3215, -0.4614], [0.2230, -0.3732, 0.2163], [0.2832, -0.4694, 0.1971], [0.7632, 0.0529, 0.4336], [-0.0263, -0.0347, 0.0386], [0.3290, 0.8252, 0.1639], [-0.0267, 0.0649, -0.0814], [0.1109, -0.1236, 0.0219], [-0.1170, -0.1199, 1.0325], [0.0164, 0.0122, -0.0548], [0.2783, -0.1803, 0.2455], [-0.1866, -0.1173, -0.0643], [0.0531, 0.0521, -0.0564], [0.0277, 0.0347, -0.2067], [-0.0065, -0.1362, -0.3030], [0.0574, -0.0370, 0.1121]],
  "mulliken_charge": [-0.038, 0.204, -0.553, 0.233, 0.800, 0.707, 0.061, 0.240, -1.267, -0.294, 0.171, 0.278, 0.203, 0.635, -0.052, -0.089, -0.014, 0.171, 0.979, -0.078, -1.435, -0.103, 0.704, 0.514, 0.651, -0.005, -2.201, -0.286, 0.452, 1.221, -0.027, -0.002, -0.002, 0.020, -0.103, 0.372, -0.081, 0.389, 0.378, -0.108, 0.660, -0.083, -2.501, 0.135, -0.115, 0.235, 0.007, -0.095, 0.666, -0.087, 0.348, 0.303, -0.079, -0.010, -1.525, -0.102, -0.848, 0.565, -0.029, 0.148, 1.494, -0.279, -0.036, 0.600, -1.009, -0.089, -0.095, 0.440, 0.339, 0.299, 0.234, -1.039, -0.220, -0.096, -0.005, 0.387, 0.403, -0.548, 1.142, -0.087, 0.467, 0.299, -0.088, -0.393, 0.274, 0.774, -1.009, 0.003, -0.100, -0.059, -1.804, 0.282, 0.843, -0.101, -0.105, -0.092, -0.095, -0.093, 0.095, 0.225, -1.440, -1.474, -0.183, 0.333, -0.168, 0.132, 0.387, 0.620, -0.443, -0.492, -0.095, -0.020, -0.071, 0.258, -0.080, 0.389, 0.007, -0.282, 0.725, -0.289, -0.472, 0.861, -0.103, -1.161, 0.473, 0.576, 0.515, -0.093, 0.422, 0.010, -0.092, -0.061, 0.377, 0.532]
}